Entry w
ORCA calculation (wB97M-V/def2-TZVPD) on a gas-phase ion, C5H11O (charge +1).

lowest unoccupied orbital energy: -6.0 eV
HOMO level: -16.062 eV

```
! wB97M-V def2-TZVPD RIJCOSX def2/J DEFGRID3
* xyz 1 1
C -1.94 -0.46 0.34
C 0.47 -1.34 -0.14
C 1.33 0.88 0.72
C -0.52 0.97 -0.84
C 0.72 0.10 -0.46
O -1.49 0.73 0.22
H -2.31 -0.63 1.38
H -2.35 -1.04 -0.44
H -0.49 -1.52 0.44
H 0.39 -1.98 -1.11
H 1.08 -1.78 0.70
H 0.97 0.77 1.71
H 1.39 1.93 0.60
H 2.42 0.60 0.86
H -0.19 2.08 -0.79
H -1.00 0.67 -1.82
H 1.51 0.00 -1.36
*
```

Atom charges from the natural (NBO) analysis, given in e for atoms 1 to 5:
1. C 0.29
2. C -0.55
3. C -0.65
4. C -0.09
5. C -0.29

Entry x
ORCA calculation (wB97M-V/def2-TZVPD) on 2 unconnected molecules or ions with the total composition C5H11O.

lowest unoccupied orbital energy: -8.2 eV
HOMO level: -14.393 eV

```
! wB97M-V def2-TZVPD RIJCOSX def2/J DEFGRID3
* xyz 1 1
C -0.06 1.55 0.28
C -0.52 0.18 0.53
C -0.03 -0.73 1.65
C -2.00 0.01 0.33
C 1.51 -0.07 -2.79
O 0.35 0.49 -0.48
H -0.58 2.40 -0.29
H 0.79 2.03 0.86
H -0.97 -0.93 2.30
H 0.83 -0.33 2.20
H 0.33 -1.66 1.23
H -2.57 -0.02 1.33
H -2.26 -1.00 -0.02
H -2.35 0.89 -0.28
H 1.63 -1.22 -2.79
H 0.53 0.53 -3.08
H 2.41 0.58 -2.36
*
```

Atom charges from the natural (NBO) analysis, given in e for atoms 1 to 5:
1. C -0.08
2. C 0.23
3. C -0.64
4. C -0.65
5. C 0.08

Stability check: which of them is most stable? entry w.